No. 1
Molecular formula: C17H17BrF16N2O2
Method: DFT, ωB97M-V/def2-TZVPD

CARTESIAN COORDINATES (ANGSTROEM)
N -2.135 -2.389 0.297
C -1.119 -2.206 0.798
C 0.190 -1.891 1.366
C 0.605 -0.414 1.153
C 2.062 -0.291 1.321
N 3.210 -0.329 1.356
C 0.162 0.267 -0.152
C 1.035 0.034 -1.402
C 1.589 -1.361 -1.652
Br 0.292 -2.583 -2.449
H 0.936 -2.609 1.030
H 0.108 -2.053 2.445
H 0.158 0.146 1.978
H 0.205 1.343 0.037
H -0.882 0.049 -0.368
H 1.880 0.725 -1.418
H 0.424 0.305 -2.264
H 2.018 -1.837 -0.777
H 2.384 -1.288 -2.390
C 0.833 0.314 7.975
C 1.546 -1.038 7.831
C 2.407 -1.251 6.584
F 1.661 -1.190 5.461
F 2.968 -2.479 6.648
F 0.658 -2.045 7.959
F 2.414 -1.119 8.882
O -0.532 0.363 7.605
C -0.902 0.622 6.313
C -1.664 -0.555 5.699
F -0.910 -1.672 5.717
F -1.942 -0.262 4.407
F 0.146 0.979 5.546
F -1.757 1.669 6.333
H 0.823 0.511 9.046
H 1.407 1.121 7.519
H 3.204 -0.504 6.531
H -2.591 -0.741 6.244
C -1.615 0.156 -7.465
C -0.284 -0.099 -6.745
C -0.277 0.034 -5.223
F -0.583 1.292 -4.837
F 0.963 -0.251 -4.763
F 0.688 0.667 -7.284
F 0.034 -1.402 -6.992
O -1.797 1.430 -8.052
C -2.322 2.475 -7.337
C -1.326 3.631 -7.217
F -0.197 3.223 -6.605
F -1.884 4.613 -6.474
F -2.779 2.088 -6.133
F -3.380 2.948 -8.035
H -1.605 -0.525 -8.315
H -2.467 -0.133 -6.849
H -0.983 -0.666 -4.766
H -1.080 4.018 -8.208

Results
SMILES	FC(F)C(F)(F)COC(F)(F)C(F)F.FC(F)C(F)(F)COC(F)(F)C(F)F.N#CC[C@@H](C#N)CCCBr
largest force on an atom	0.63	eV/Å
energy above the lowest of the compared OMol25 structures with the same formula, charge and spin	0.000	eV
net charge	0
orbital gap	0.391	Ha

---

No. 2
Molecular formula: C26H47B2FN2O6
Method: DFT, ωB97M-V/def2-TZVPD

CARTESIAN COORDINATES (ANGSTROEM)
C -0.106 2.926 4.441
C -0.045 3.912 3.279
C 0.414 3.235 1.969
C -0.712 3.268 0.940
C -0.560 2.393 -0.362
C 0.897 1.972 -0.574
C 1.275 1.278 -1.911
N 0.163 0.698 -2.672
O -1.480 1.321 -0.334
C -1.268 0.324 0.627
C -2.467 0.137 1.564
C -3.842 -0.027 0.967
F -4.235 1.077 0.244
C -0.750 -0.955 -0.074
B -1.575 -1.419 -1.361
O -2.666 -0.725 -1.840
C -1.136 -2.687 -2.209
C -2.355 -3.571 -2.582
N -0.475 -1.980 0.943
C 0.914 -2.316 1.147
C 1.501 -3.472 0.309
C 2.976 -3.676 0.687
C 3.851 -2.633 0.018
O 5.220 -3.043 0.090
C 6.098 -2.015 0.109
C 6.121 -1.095 -1.070
O 6.858 -1.896 1.003
C -1.401 -3.092 1.025
B -1.273 -3.932 2.379
O -1.979 -3.554 3.505
O -0.523 -5.070 2.450
C -1.041 3.283 -1.506
C -0.185 4.053 -2.299
C -0.659 4.870 -3.331
C -2.033 4.943 -3.570
C -2.898 4.195 -2.771
C -2.423 3.365 -1.755
H -0.668 3.320 5.283
H -0.502 1.959 4.139
H 0.904 2.750 4.806
H 0.655 4.696 3.559
H -1.007 4.395 3.128
H 0.704 2.219 2.227
H 1.298 3.733 1.580
H -1.625 2.911 1.413
H -0.887 4.299 0.652
H 1.522 2.854 -0.481
H 1.216 1.321 0.236
H 1.955 0.460 -1.675
H 1.867 1.961 -2.520
H 0.456 -0.168 -3.103
H -0.134 1.322 -3.409
H -0.457 0.586 1.313
H -2.256 -0.657 2.271
H -2.513 1.052 2.159
H -4.558 -0.130 1.786
H -3.948 -0.930 0.371
H 0.206 -0.624 -0.485
H -3.461 -1.263 -1.885
H -0.426 -3.321 -1.689
H -0.697 -2.317 -3.137
H -2.863 -3.216 -3.472
H -3.089 -3.530 -1.772
H -2.071 -4.614 -2.664
H 1.127 -2.537 2.198
H 1.530 -1.449 0.922
H 1.495 -3.131 -0.725
H 0.940 -4.386 0.454
H 3.127 -3.619 1.760
H 3.298 -4.637 0.291
H 3.746 -1.697 0.574
H 3.523 -2.422 -1.001
H 6.290 -0.078 -0.739
H 5.206 -1.103 -1.652
H 6.960 -1.372 -1.700
H -1.318 -3.822 0.209
H -2.433 -2.740 1.018
H -1.950 -2.603 3.641
H -0.845 -5.603 3.186
H 0.879 4.005 -2.127
H 0.054 5.423 -3.920
H -2.391 5.581 -4.363
H -3.959 4.257 -2.966
H -3.102 2.771 -1.168

Results
SMILES	CCCC[C@@](CCN)(O[C@@H](CCF)[C@H](B(O)CC)N(CCCCOC(C)=O)CB(O)O)c1ccccc1
largest force on an atom	1.68	eV/Å
net charge	0
orbital gap	0.308	Ha

---

No. 3
Molecular formula: C30H60O18S
Method: DFT, ωB97M-V/def2-TZVPD

CARTESIAN COORDINATES (ANGSTROEM)
S 15.268 29.717 14.002
O 14.997 28.355 14.478
O 14.053 30.300 13.464
O 15.821 30.532 15.046
O 16.248 29.572 12.915
O 10.992 32.926 16.407
C 12.139 32.587 16.859
O 12.210 31.816 17.951
C 11.113 31.233 18.565
C 10.513 32.063 19.622
C 13.407 32.835 16.141
H 11.456 30.247 18.884
H 10.441 30.746 17.763
H 10.555 33.086 19.095
H 11.147 32.025 20.392
H 9.539 31.793 19.885
H 13.663 33.666 16.699
H 13.563 32.747 15.013
H 14.134 32.200 16.783
O 21.443 31.277 12.674
C 20.687 31.490 13.583
O 21.092 31.550 14.860
C 22.398 31.278 15.305
C 22.376 31.534 16.817
C 19.269 31.800 13.370
H 22.965 32.041 14.693
H 22.488 30.307 14.942
H 21.566 31.169 17.274
H 22.294 32.561 17.115
H 23.167 31.099 17.354
H 19.093 31.382 12.448
H 19.018 32.985 13.358
H 18.574 31.377 14.240
O 17.834 23.926 12.970
C 16.996 24.744 12.452
O 15.983 24.524 11.654
C 15.775 23.167 11.383
C 14.727 23.011 10.316
C 17.201 26.329 12.755
H 15.516 22.703 12.507
H 16.679 22.751 11.104
H 14.258 22.101 10.142
H 15.209 23.377 9.396
H 13.806 23.809 10.428
H 16.388 26.500 13.426
H 17.032 27.032 11.932
H 18.175 26.533 13.236
O 10.542 27.943 17.342
C 10.847 27.803 16.135
O 10.171 27.304 15.206
C 9.030 26.490 15.431
C 7.744 27.279 15.344
C 12.246 28.362 15.655
H 9.081 25.958 16.515
H 8.988 25.682 14.764
H 7.070 26.533 15.485
H 7.538 27.804 14.514
H 7.869 28.174 15.999
H 12.050 29.131 14.871
H 12.790 27.535 15.208
H 12.855 28.705 16.457
O 15.965 35.246 11.945
C 16.497 34.134 11.943
O 17.496 33.757 11.107
C 18.237 34.754 10.439
C 19.017 34.061 9.287
C 15.928 33.018 12.755
H 18.994 35.427 11.201
H 17.559 35.505 9.843
H 19.931 33.723 9.767
H 19.660 34.801 8.775
H 18.242 33.409 8.735
H 14.902 32.790 12.638
H 16.186 33.163 13.717
H 16.505 32.143 12.571
O 14.647 28.885 20.420
C 15.337 29.012 19.356
O 16.441 28.391 19.077
C 17.195 27.721 20.073
C 17.973 26.584 19.490
C 14.750 29.862 18.303
H 16.662 27.324 20.781
H 17.698 28.626 20.583
H 17.374 25.669 19.080
H 18.387 26.031 20.245
H 18.533 27.230 18.767
H 14.918 29.502 17.325
H 15.267 30.962 18.253
H 13.684 29.812 18.281
C 15.546 25.658 16.630
C 14.416 24.874 17.225
O 14.040 23.561 16.942
C 13.384 25.545 18.081
H 16.045 25.151 16.106
H 16.001 26.341 17.090
H 14.941 26.222 15.827
H 13.045 24.787 18.717
H 12.597 25.912 17.518
H 13.656 26.239 18.853
C 11.266 28.912 11.719
C 12.150 27.934 10.846
O 11.590 27.151 10.001
C 13.567 27.890 11.291
H 10.939 29.955 11.190
H 11.489 29.293 12.738
H 10.397 28.244 12.117
H 13.641 27.669 12.270
H 13.868 28.970 11.104
H 13.997 27.026 10.784

Results
largest force on an atom	12.99	eV/Å
energy above the lowest of the compared OMol25 structures with the same formula, charge and spin	0.000	eV
net charge	-2
orbital gap	0.206	Ha

---

No. 4
Molecular formula: C24H25N5O4S
Method: DFT, ωB97M-V/def2-TZVPD

CARTESIAN COORDINATES (ANGSTROEM)
C 5.060 0.342 2.647
H 5.989 0.892 2.460
O 3.949 1.205 2.609
C 3.771 1.811 1.341
C 2.604 2.798 1.415
N 1.332 2.129 1.365
C 0.580 2.000 0.227
N 0.829 2.537 -0.929
C -0.098 2.256 -1.884
C 0.088 2.753 -3.186
C -0.834 2.491 -4.163
C -1.981 1.735 -3.877
C -2.192 1.238 -2.621
C -1.255 1.473 -1.596
N -1.478 0.929 -0.379
C -0.556 1.163 0.523
C -0.407 0.748 1.878
C 0.744 1.388 2.355
N 1.205 1.351 3.613
H 2.192 1.490 3.774
H 0.672 0.732 4.216
C -1.117 -0.218 2.687
O -1.053 -0.234 3.912
N -1.872 -1.168 2.032
C -1.688 -1.587 0.732
C -0.503 -1.694 0.042
C -0.699 -1.981 -1.343
C -2.007 -2.146 -1.664
S -3.049 -1.898 -0.295
C -2.525 -2.494 -3.017
C -1.450 -2.184 -4.059
C -0.111 -2.776 -3.625
C 0.392 -2.083 -2.360
H 1.247 -2.615 -1.940
H 0.731 -1.070 -2.597
H 0.626 -2.663 -4.421
H -0.238 -3.843 -3.430
H -1.748 -2.590 -5.027
H -1.346 -1.101 -4.159
H -3.439 -1.936 -3.230
H -2.779 -3.560 -3.050
C 0.816 -1.522 0.662
O 1.782 -1.007 0.145
O 0.846 -2.049 1.901
C 2.066 -1.933 2.614
H 1.829 -2.140 3.655
H 2.477 -0.929 2.505
H 2.790 -2.660 2.238
H -2.493 -1.705 2.624
H -3.067 0.656 -2.377
H -2.700 1.548 -4.663
H -0.686 2.871 -5.163
H 0.974 3.338 -3.383
H 2.637 3.459 0.547
H 2.678 3.384 2.335
H 4.689 2.346 1.057
H 3.558 1.045 0.581
H 4.966 -0.456 1.903
H 5.087 -0.090 3.646

Results
SMILES	COCCn1c(N)c(C(=O)Nc2sc3c(c2C(=O)OC)CCCC3)c2nc3ccccc3nc21
largest force on an atom	1.26	eV/Å
energy above the lowest of the compared OMol25 structures with the same formula, charge and spin	0.000	eV
net charge	0
orbital gap	0.294	Ha

---

No. 5
Molecular formula: C4H12ClIN2P
Method: DFT, ωB97M-V/def2-TZVPD

CARTESIAN COORDINATES (ANGSTROEM)
C 0.070 -3.012 -0.920
C -1.921 -1.900 -0.371
C 0.215 1.050 1.601
C -0.563 2.097 -0.496
N -0.544 -2.002 -0.442
N 0.112 0.998 0.189
P 0.600 -0.183 -0.808
Cl 3.731 2.570 0.302
I 2.514 -1.008 0.407
H 4.023 3.663 -0.222
H -0.609 -3.816 -1.069
H 1.129 -3.052 -0.782
H -2.313 -2.302 0.592
H -2.302 -0.903 -0.495
H -2.366 -2.542 -1.111
H -0.480 1.919 1.926
H -0.040 0.052 1.973
H 1.208 1.374 1.871
H -0.187 3.122 -0.338
H -0.666 1.822 -1.571
H -1.611 2.054 -0.236

Results
largest force on an atom	4.04	eV/Å
energy above the lowest of the compared OMol25 structures with the same formula, charge and spin	0.056	eV
net charge	+1
orbital gap	0.338	Ha

---

No. 6
Molecular formula: H26O13
Method: DFT, ωB97M-V/def2-TZVPD

CARTESIAN COORDINATES (ANGSTROEM)
O 8.287 19.726 22.445
H 8.768 19.548 23.233
H 7.320 19.463 22.593
H 8.570 18.923 21.841
O 9.663 18.451 24.483
H 10.233 18.040 23.595
O 5.785 19.310 20.519
H 6.625 18.942 20.098
H 4.970 18.663 20.305
O 6.297 17.826 22.825
H 5.985 17.131 22.267
H 6.507 17.099 23.539
O 11.593 20.392 24.342
H 11.132 19.458 24.375
H 11.936 20.443 23.400
O 9.943 17.744 21.423
H 9.802 17.009 20.638
H 10.869 17.923 21.427
O 6.283 20.917 24.540
H 6.635 20.377 25.239
H 5.414 20.703 24.539
O 9.325 20.361 19.860
H 9.086 21.029 19.121
H 10.238 20.466 20.054
O 7.301 16.820 25.338
H 8.103 17.404 25.191
H 7.742 16.048 25.432
O 7.758 18.605 18.520
H 8.146 17.748 18.546
H 8.300 19.156 18.967
O 9.551 22.112 24.518
H 10.502 21.506 24.412
H 8.970 21.632 25.000
O 8.239 19.901 26.175
H 8.321 19.662 27.117
H 8.918 19.328 25.687
O 3.676 18.429 22.673
H 4.604 18.379 22.860
H 2.984 17.764 23.176

Results
largest force on an atom	7.01	eV/Å
energy above the lowest of the compared OMol25 structures with the same formula, charge and spin	6.354	eV
net charge	0
orbital gap	0.294	Ha

---

No. 7
Molecular formula: C3H10NO
Method: DFT, ωB97M-V/def2-TZVPD

CARTESIAN COORDINATES (ANGSTROEM)
C -2.067 1.608 -0.201
O -1.679 0.270 0.069
H -3.148 1.693 -0.373
H -1.662 2.180 0.625
H -1.559 2.080 -1.072
H -2.103 -0.395 -0.457
C 1.351 -0.653 -1.167
C 1.729 -0.804 1.286
N 1.007 -0.682 0.245
H 0.435 -0.561 -1.756
H 1.872 -1.554 -1.508
H 2.042 0.140 -1.470
H 2.800 -0.915 1.226
H 1.237 -0.594 2.234
H 0.070 -0.283 0.427

Results
largest force on an atom	1.61	eV/Å
energy above the lowest of the compared OMol25 structures with the same formula, charge and spin	1.417	eV
net charge	+1
orbital gap	0.353	Ha

---

No. 8
Molecular formula: C3H8ClN
Method: DFT, ωB97M-V/def2-TZVPD

CARTESIAN COORDINATES (ANGSTROEM)
C 1.626 -0.782 -0.319
C 0.211 -0.389 -0.826
C -0.408 0.727 0.075
H 1.565 -0.708 0.752
H 1.854 -1.796 -0.602
H 2.345 -0.121 -0.660
H -0.487 -1.211 -0.666
H 0.666 1.146 -1.881
H -0.568 0.287 -2.595
H 0.336 1.486 0.398
H -1.208 1.150 -0.541
N 0.372 0.173 -2.173
Cl -0.922 0.072 1.613

Results
SMILES	C[C@H](N)CCl
largest force on an atom	2.98	eV/Å
energy above the lowest of the compared OMol25 structures with the same formula, charge and spin	0.053	eV
net charge	0
orbital gap	0.395	Ha

---

No. 9
Molecular formula: C5H17NO2
Method: DFT, ωB97M-V/def2-TZVPD

CARTESIAN COORDINATES (ANGSTROEM)
C 0.455 2.881 -0.502
C 0.384 1.597 0.362
C 1.648 0.779 0.067
C 1.702 -0.449 1.031
N 0.683 -1.463 0.950
C 0.899 -2.477 -0.072
H 0.841 2.601 -1.471
H 0.913 3.675 0.093
H -0.539 3.333 -0.551
H 0.191 1.738 1.424
H -0.436 1.029 -0.060
H 1.567 0.366 -0.942
H 2.580 1.305 0.267
H 2.681 -0.918 0.913
H 1.619 -0.004 2.029
H -0.263 -1.118 0.927
H 1.102 -2.133 -1.095
H 1.834 -3.014 0.119
H 0.055 -3.146 0.076
H -3.216 1.774 0.289
H -2.735 2.106 -1.115
O -2.418 1.836 -0.246
H -2.455 -2.684 -0.185
H -1.579 -2.923 -1.480
O -2.372 -2.512 -1.126

Results
SMILES	CCCCNC.O.O
largest force on an atom	2.57	eV/Å
energy above the lowest of the compared OMol25 structures with the same formula, charge and spin	1.470	eV
net charge	0
orbital gap	0.330	Ha

---

No. 10
Molecular formula: C5H13NO
Method: DFT, ωB97M-V/def2-TZVPD

CARTESIAN COORDINATES (ANGSTROEM)
C -1.240 -1.951 1.578
N -1.380 -0.529 1.612
C -0.876 0.221 0.424
C 0.487 0.859 0.583
C 1.106 1.256 -0.686
C 1.791 2.421 -0.937
H -0.299 -2.245 1.159
H -1.978 -2.526 1.084
H -1.384 -2.162 2.618
H -0.921 -0.018 2.522
H -1.671 0.994 0.144
H -0.753 -0.432 -0.446
H 1.116 0.152 1.143
H 0.206 1.890 1.294
H 1.064 0.400 -1.491
H 1.748 3.285 -0.338
H 2.273 2.750 -1.814
H 0.053 -1.712 -2.136
H 0.245 -0.902 -3.348
O 0.413 -1.754 -2.965

Results
SMILES	C=CCCNC.O
largest force on an atom	4.60	eV/Å
energy above the lowest of the compared OMol25 structures with the same formula, charge and spin	3.411	eV
net charge	0
orbital gap	0.356	Ha

---

No. 11
Molecular formula: C3H11N2
Method: DFT, ωB97M-V/def2-TZVPD

CARTESIAN COORDINATES (ANGSTROEM)
N -0.154 -1.783 -0.657
H -1.022 -2.316 -0.699
H -0.003 -1.158 0.314
H 0.595 -2.448 -0.935
H -0.186 -1.008 -1.340
N 0.120 -0.358 1.455
C -0.112 1.021 1.034
C -0.126 1.191 -1.431
C 0.609 1.270 -0.304
H -0.582 -0.669 2.228
H 1.077 -0.453 1.771
H 0.148 1.762 1.803
H -1.186 1.088 0.817
H 0.317 1.411 -2.394
H -1.187 0.963 -1.340
H 1.692 1.487 -0.322

Results
largest force on an atom	2.61	eV/Å
energy above the lowest of the compared OMol25 structures with the same formula, charge and spin	0.993	eV
net charge	+1
orbital gap	0.415	Ha

---

No. 12
Molecular formula: C15H23IN2SiTi
Method: DFT, ωB97M-V/def2-TZVPD

CARTESIAN COORDINATES (ANGSTROEM)
C 1.800 2.966 -0.561
C 2.785 1.705 -0.450
H 1.842 3.346 -1.593
H 2.158 3.751 0.110
H 0.687 2.887 -0.374
H 2.835 1.114 -1.369
H 3.790 2.118 -0.297
H 2.717 1.059 0.498
C -1.761 2.175 -0.762
C -3.048 1.925 -1.215
C -3.288 0.808 -2.014
C -2.244 -0.044 -2.344
H -1.464 3.075 -0.221
H -3.841 2.618 -0.936
H -4.293 0.604 -2.384
H -2.376 -0.914 -2.988
N -0.770 1.274 -1.001
C -0.974 0.170 -1.797
C 0.110 -0.799 -1.848
N 1.182 -0.531 -1.033
C 2.159 -1.452 -0.809
C 1.021 -2.999 -2.257
C 2.088 -2.704 -1.405
H 2.963 -1.147 -0.137
H 2.864 -3.431 -1.193
C 0.042 -2.042 -2.491
H -0.814 -2.239 -3.133
H 0.954 -3.978 -2.729
Ti 0.899 1.120 0.126
I 0.669 2.186 2.571
C 0.753 -0.961 3.734
Si -0.330 -0.383 2.310
C -0.612 -1.909 1.197
C -2.066 0.099 2.852
H 1.571 -1.587 3.352
H 0.151 -1.566 4.426
H 1.197 -0.130 4.296
H -1.073 -2.679 1.838
H -1.308 -1.715 0.369
H 0.313 -2.324 0.780
H -2.570 -0.806 3.228
H -2.064 0.855 3.646
H -2.654 0.485 2.007

Results
2S+1	3
largest force on an atom	5.04	eV/Å
energy above the lowest of the compared OMol25 structures with the same formula, charge and spin	1.068	eV
net charge	0
orbital gap (alpha / beta)	0.195 / 0.146	Ha
⟨S²⟩	2.039

---

Number 1: E -5089.84593 hartree. Number 2: E -1729.51817 hartree. Number 3: E -2931.26026 hartree. Number 4: E -1902.57336 hartree. Number 5: E -1368.07892 hartree. Number 6: E -993.53971 hartree. Number 7: E -250.00172 hartree. Number 8: E -634.03266 hartree. Number 9: E -405.88843 hartree. Number 10: E -328.19348 hartree. Number 11: E -230.14587 hartree. Number 12: E -2131.45634 hartree.